# 1
Computed, not measured: C10H17BCl2F4O2Pd as an isolated structure, with ωB97M-V/def2-TZVPD.

The geometry in XYZ format:
```
37
Properties=species:S:1:pos:R:3:forces:R:3
C 1.506772 0.127893 -2.101204 -1.5 -0.2 -0.7
C 1.302771 1.523233 -2.021908 -1.5 -0.1 0.1
C -0.098761 1.758985 -1.850487 2.4 0.0 -1.0
C 2.386418 2.540213 -2.000179 0.2 0.5 0.5
C -0.812547 0.536638 -1.995341 1.3 -2.5 -0.4
C 0.172034 -0.533154 -2.118831 -0.2 1.3 -0.6
C -0.081352 -1.944105 -2.618787 0.5 0.2 0.1
C 2.813155 -0.585224 -2.208554 -0.1 -0.1 0.0
C -0.738683 3.038342 -1.522006 -0.2 0.1 0.1
C -2.270340 0.421309 -2.325778 0.5 0.0 0.4
Pd 0.003549 -0.418137 0.060244 1.7 0.3 0.5
Cl 1.448210 1.215097 1.116397 0.4 0.4 0.0
Cl 0.996724 -2.792170 -0.036531 1.3 2.6 2.3
O -1.706286 -1.303694 0.253803 -1.8 -1.1 1.2
H 3.317858 2.119245 -1.582680 -0.4 0.2 -0.1
H 2.091695 3.389807 -1.355309 0.2 -0.3 -0.3
H 2.608221 2.934123 -3.007683 0.0 -0.1 0.2
H -0.314315 3.411776 -0.596925 0.1 0.3 0.2
H -1.793043 2.844993 -1.358341 -0.2 0.3 0.1
H -0.620842 3.778486 -2.311773 0.0 0.2 0.0
H -2.828300 1.100395 -1.675839 -0.3 -0.3 -0.1
H -2.618481 -0.611625 -2.199558 0.0 0.4 0.0
H -2.393105 0.755436 -3.364975 -0.2 -0.1 0.0
H -1.102474 -2.250423 -2.291878 0.8 0.0 -0.5
H 0.663467 -2.631791 -2.112350 -1.2 0.7 -1.2
H 0.058705 -1.943965 -3.736097 -0.4 -0.2 0.8
H 3.486287 -0.145489 -1.442443 -0.1 -0.5 -0.5
H 3.260061 -0.430387 -3.230635 -0.3 -0.2 0.9
H 2.642376 -1.669745 -1.997890 0.4 0.9 -0.2
H -1.537023 -1.477564 1.228066 -0.9 0.1 -1.5
O 0.726092 -4.591713 -0.844295 -2.0 -3.1 0.6
H 0.108301 -4.863843 -0.078227 1.3 0.5 -1.9
F -0.952071 -0.550920 2.562839 0.3 0.4 1.7
B -1.009872 -0.298191 4.015748 -0.5 -0.3 -0.7
F -2.104198 -1.039706 4.514823 -0.1 0.0 0.0
F 0.149213 -0.750393 4.635414 0.2 0.2 -0.1
F -1.247467 1.064116 4.255136 0.2 -0.1 -0.1
```
Forces are in eV/Å.

Computed properties:
LUMO (alpha / beta): 0.1886 / 0.1447 Eh
total charge: -2
spin multiplicity: 5

---

# 2
Computed, not measured: C10H17Cl8NO2 as an isolated structure, with ωB97M-V/def2-TZVPD.

The geometry in XYZ format:
```
38
Properties=species:S:1:pos:R:3:forces:R:3
O -1.896116 -0.725910 -2.258855 3.3 7.2 3.0
C -1.352783 0.426800 -1.779423 -1.2 -4.6 -1.7
C 0.205509 0.450656 -1.175678 -1.2 -0.4 -0.3
C 0.126451 -0.402473 0.258316 0.2 0.4 -1.0
C 1.653247 -0.596070 0.909560 -0.9 1.2 1.2
C 1.651932 0.774207 1.867604 -0.1 -4.0 -3.7
N 0.283095 0.582978 2.552744 -2.8 -1.6 -3.4
C -0.673573 0.512248 1.360032 -3.3 1.8 0.8
O -1.850833 1.142536 1.330241 7.4 -4.2 -0.2
H -1.943924 1.451833 -1.736741 0.9 -2.2 -0.2
H 0.899513 -0.075171 -1.971090 -1.4 1.0 1.7
H 0.579628 1.569150 -0.992278 -1.0 -2.5 -0.4
H -0.464346 -1.418566 0.083942 1.2 2.3 0.3
H 1.653268 -1.440319 1.742727 0.1 1.5 -2.3
H 2.558759 -0.666380 0.138194 -2.2 0.0 1.7
H 1.620892 1.687035 1.103192 0.1 -1.7 2.2
H 2.500065 0.861265 2.679551 -0.8 -1.8 -3.5
H 0.174301 -0.348550 3.052789 0.5 1.4 -0.8
C 4.322491 -3.534345 2.378287 0.1 -0.4 0.2
Cl 5.061563 -1.971276 2.746462 0.0 0.0 0.1
Cl 3.242524 -3.414583 0.983816 0.2 -0.4 0.0
H 5.111171 -4.257361 2.156495 -0.2 0.3 0.0
H 3.747990 -3.869361 3.245427 0.1 0.2 -0.3
C -5.364257 -0.342977 -2.306288 0.4 -0.1 0.0
Cl -5.835928 1.320403 -1.937968 0.1 0.0 0.0
Cl -6.783056 -1.357395 -2.594711 0.0 -0.1 0.0
H -4.737405 -0.345128 -3.201280 -0.2 0.0 0.2
H -4.802526 -0.748920 -1.461371 -0.2 0.2 -0.2
C -1.304953 -0.731500 -5.523915 0.0 -0.4 0.2
Cl -0.565881 0.831568 -5.155740 0.1 0.0 0.1
Cl -2.384920 -0.611738 -6.918386 0.0 -0.1 0.0
H -0.516273 -1.454515 -5.745708 -0.2 0.3 0.0
H -1.879453 -1.066516 -4.656775 0.1 0.2 -0.2
C 1.504122 3.631220 4.225768 0.5 0.2 1.1
Cl -0.129718 4.257643 3.974519 0.0 0.1 0.0
Cl 1.638340 1.960693 3.663146 0.8 6.5 5.7
H 2.212185 4.251528 3.670951 -0.3 -0.2 0.0
H 1.738897 3.667290 5.292444 -0.2 0.2 -0.2
```
Forces are in eV/Å.

Computed properties:
LUMO: -0.0031 Eh